DFT (ωB97M-V/def2-TZVPD) results for C9H15N3O2S in the gas phase in a non-equilibrium geometry.

XYZ file:
```
30
Properties=species:S:1:pos:R:3:forces:R:3:lowdin_charge:R:1
S 1.6325 -0.7841 0.3755 0.6232 0.6505 -0.4984 1.1340
O -0.9472 -0.6706 1.1059 -0.1139 -0.3139 0.1856 0.0466
O -2.3388 1.0631 0.6662 0.1829 0.2120 -0.2081 0.0157
N -0.2399 1.1613 -0.0402 -0.4742 0.3261 -0.0245 0.1345
N 3.1298 0.8677 -0.8799 1.4851 -0.3159 -0.2527 -0.0067
N 1.9433 1.4618 -0.8256 -1.5362 0.8732 0.0036 0.0021
C 1.0538 0.7534 -0.2154 0.5104 -0.9795 0.3188 -0.5897
C 3.1761 -0.2867 -0.3244 -0.8798 -0.4271 0.4158 -0.6004
C 4.3856 -1.1466 -0.2638 0.3188 -0.0185 -0.0386 -0.2546
C -5.2765 -1.0734 -1.7858 0.0537 0.2449 0.0645 -0.1133
C -4.0645 -0.6552 0.3860 0.1734 0.5377 -0.0991 -0.1858
C 5.6230 -0.3401 0.1248 -0.0844 -0.1426 -0.0439 -0.1032
C -1.1734 0.4096 0.6274 -0.0043 0.4525 -0.1733 -0.5729
C -4.6674 -0.0227 -0.8665 0.0241 -0.2828 0.0692 -0.2657
C -3.4224 0.3803 1.3043 -0.3064 -0.5662 0.2830 -0.1616
H -6.0657 -1.6178 -1.2720 -0.0993 -0.1021 0.0072 0.0712
H 5.5065 0.0758 1.1224 0.0235 0.0713 0.0886 0.0756
H -4.1305 1.1699 1.5629 0.0834 -0.0700 0.0002 0.1309
H -3.8898 0.5253 -1.4027 -0.0351 0.0746 0.0134 0.1080
H -3.0495 -0.1020 2.2133 -0.0699 0.1605 -0.0871 0.1272
H 4.2133 -1.9542 0.4492 0.0379 -0.0560 -0.0717 0.0986
H -4.8410 -1.1727 0.9518 -0.0099 -0.0661 0.0532 0.1224
H 6.5033 -0.9775 0.1130 0.1102 -0.0189 0.0111 0.0692
H -5.4362 0.6955 -0.5722 0.0174 0.0968 -0.0105 0.1107
H -4.5201 -1.7875 -2.1038 0.0475 -0.1077 -0.0603 0.0730
H -5.7012 -0.6061 -2.6708 -0.0677 -0.0459 -0.1156 0.0684
H 5.7639 0.4780 -0.5750 0.0536 0.0717 -0.0156 0.0687
H -3.3078 -1.3899 0.1037 -0.0312 -0.0789 0.0641 0.1159
H 4.5413 -1.5936 -1.2501 -0.0430 -0.0891 0.0778 0.1154
H -0.4963 2.0670 -0.4067 0.0101 -0.0906 0.0433 0.1656
```
Positions in Å, forces in eV/Å.

Energy above the lowest of the compared OMol25 structures with the same formula, charge and spin = 14.70 kcal per mole
SMILES = CCCCOC(=O)Nc1nnc(CC)s1
Charge = 0
Frontier orbital gap = 9.7 eV
E_LUMO = 0.73 eV


DFT (ωB97M-V/def2-TZVPD) results for C9H15N3O6 in the gas phase in a non-equilibrium geometry.

XYZ file:
```
33
Properties=species:S:1:pos:R:3:forces:R:3:lowdin_charge:R:1
O 3.3217 -2.6292 -0.1513 -0.9470 0.4667 -0.4239 0.1025
O -3.0583 0.4566 -3.2364 -0.0461 0.1228 -0.2826 0.1105
O -0.4455 -0.9199 -1.8140 -0.0398 -0.0013 0.5883 0.0446
O 0.3916 1.1802 2.2778 0.2980 0.3527 -0.2208 0.0299
O -3.5439 -1.5544 -2.4078 0.1322 0.5103 0.2409 0.0996
O 1.6861 -2.6211 -1.6635 -0.0434 0.3197 0.1686 0.1284
N -1.9983 -0.5099 1.4128 -0.8031 -0.1876 0.1445 0.0543
N 1.0457 3.1882 1.4569 -0.1294 -0.4801 0.1734 0.1631
N 0.3748 -0.9197 0.2919 -0.3701 0.0990 0.9751 0.1361
C 1.2290 1.8557 1.6921 -0.2977 0.0957 0.1046 -0.5173
C -2.0481 -0.7857 -0.0097 0.5604 -0.1805 -0.0421 -0.2906
C -3.1708 -0.4168 -2.2290 -0.1536 -0.9193 -0.0639 -0.5447
C -0.6290 -0.8892 -0.5841 -0.0699 0.0771 -0.6640 -0.3926
C 2.6124 -0.2202 1.0581 -0.4474 0.3671 0.0946 -0.1252
C 2.5543 1.3002 1.2136 0.3013 0.1894 -0.2709 -0.1069
C 1.7689 -0.7682 -0.0913 0.1611 -0.1583 -0.0156 -0.1975
C -2.8425 0.1793 -0.8794 -0.5212 0.4871 -0.3916 -0.0535
C 2.3346 -2.1010 -0.6224 1.0241 -0.5427 0.3920 -0.4635
H -2.3433 1.1393 -1.0605 0.0079 -0.2043 0.3031 0.1332
H 3.2867 1.6277 1.9724 -0.1260 -0.1768 -0.2527 0.1336
H -3.3000 -0.0305 -4.0459 0.0782 0.1459 0.2380 0.1373
H 1.8037 -0.0795 -0.9422 -0.0252 0.0760 -0.0521 0.1635
H -2.9179 -0.6677 1.8435 0.6659 0.1375 -0.2349 0.1002
H 1.7786 3.7477 1.0626 -0.0204 0.0683 -0.0103 0.0999
H 0.9495 -2.0148 -1.9228 -0.0593 -0.1345 -0.0460 0.0780
H 3.6350 -0.5046 0.8894 0.4151 -0.1689 -0.1467 0.1136
H -3.8165 0.3818 -0.3997 0.3532 -0.0436 -0.0915 0.1404
H 0.1083 -0.8282 1.2857 0.2925 -0.0695 -0.7441 0.1336
H -1.7036 0.4376 1.5992 0.0411 0.2030 0.1703 0.0607
H 2.8529 1.7909 0.2642 -0.1780 -0.1670 0.4448 0.1283
H 0.2490 3.6340 1.8852 0.1234 0.0165 -0.0795 0.1115
H 2.3230 -0.6870 1.9968 -0.1014 -0.1335 0.0576 0.1318
H -2.4880 -1.7717 -0.1424 -0.0754 -0.1667 -0.0622 0.1570
```
Positions in Å, forces in eV/Å.

Energy above the lowest of the compared OMol25 structures with the same formula, charge and spin = 0.00 kcal per mole
SMILES = NC(=O)CC[C@H](NC(=O)[C@@H](N)CC(=O)O)C(=O)O
Charge = 0
Frontier orbital gap = 10.1 eV
E_LUMO = 0.36 eV


DFT (ωB97M-V/def2-TZVPD) results for a gas-phase ion, C9H15N4O2 (charge +1) in a non-equilibrium geometry.

XYZ file:
```
30
Properties=species:S:1:pos:R:3:forces:R:3:lowdin_charge:R:1
O 0.9200 -2.5541 -0.5282 1.1373 -1.1794 -1.5331 0.1069
O -0.7348 0.0017 1.1626 1.8877 -2.0432 0.2037 -0.0905
N 2.0981 1.2321 0.5940 -3.0187 -1.5858 0.0518 0.1823
N 2.5348 -0.5048 -0.6052 -1.5526 2.3634 2.1047 0.1312
N -0.6972 1.3314 -1.2813 -0.6760 1.7822 0.4200 0.0232
N 3.6760 0.2194 -0.5353 0.1982 -0.6563 -0.8123 0.1347
C 3.3665 1.2295 0.1824 1.3675 2.0676 -0.5375 -0.1513
C 0.2742 -0.4764 0.2849 -3.1457 -1.5089 -0.0680 -0.2282
C -2.1387 -0.6775 -1.4319 -1.3952 -0.0663 1.6771 -0.0150
C 1.5228 0.0685 0.1219 2.8050 0.7526 -0.2574 -0.1675
C -0.8130 0.0250 -1.4231 0.7134 -2.3700 -0.3666 -0.1833
C -0.4877 -2.5767 1.4134 3.2604 -1.5131 0.2643 0.0416
C -0.9860 1.3152 1.2404 -1.2511 3.1749 -0.4883 -0.1940
C -1.4849 1.9390 -0.1404 -0.0555 0.0371 -0.5355 -0.0710
C 0.2730 -1.9727 0.2861 -0.6638 1.3100 1.1153 -0.4192
H 1.5577 1.8799 1.1507 0.6510 0.1343 0.0036 0.1435
H -0.0961 -0.5315 -2.0243 0.1591 0.7398 -0.4040 0.1431
H 3.8889 2.1721 0.2115 0.7898 -0.3940 0.4085 0.1474
H -0.1343 1.9470 1.7392 -1.4751 -0.8909 -0.8663 0.1412
H 0.1015 -2.1849 2.3058 -1.3756 -0.5251 -0.6351 0.1414
H -1.4531 -2.2323 1.3061 -2.2423 0.5946 0.6583 0.0570
H -1.8685 1.3507 1.8758 0.1985 0.5137 0.4699 0.1389
H -0.3960 -3.6868 1.3481 -0.2249 0.9163 0.1356 0.1213
H -2.6083 1.9733 -0.4088 1.6896 -1.1123 0.7415 0.1569
H -2.0747 -1.7285 -1.7397 0.3213 0.4038 -0.0970 0.0979
H 0.2620 1.6449 -1.4472 -0.6657 0.4140 0.2266 0.1493
H 2.3174 -1.3177 -1.0989 0.5179 -1.9419 -1.0560 0.1261
H -1.3332 3.0001 -0.1000 0.7066 0.6007 -0.1719 0.1053
H -2.5760 -0.7135 -0.3842 0.3686 0.2147 -1.1505 0.1102
H -2.9104 -0.1722 -2.0747 0.9702 -0.2328 0.4986 0.1206
```
Positions in Å, forces in eV/Å.

Energy above the lowest of the compared OMol25 structures with the same formula, charge and spin = 91.88 kcal per mole
SMILES = C/C=[NH+]\CCO/C(C(C)=O)=C1\NC=NN1
Charge = +1
Frontier orbital gap = 7.9 eV
E_LUMO = -3.79 eV


DFT (ωB97M-V/def2-TZVPD) results for C9H15NO2 in the gas phase in a non-equilibrium geometry.

XYZ file:
```
27
Properties=species:S:1:pos:R:3:forces:R:3:lowdin_charge:R:1
O 0.5238 2.6740 2.7578 -0.6187 -0.3861 -0.7094 0.0943
O 0.4078 1.4869 0.8740 -0.6403 0.4771 1.1001 -0.0084
N 0.2348 -1.7095 0.4048 -0.4784 -0.2802 0.2809 -0.1814
C 0.4786 0.5945 -1.3212 0.6150 1.6580 1.1049 -0.3375
C -1.6846 2.1169 2.0323 -0.4658 0.4900 -0.7069 0.0040
C -0.6674 -0.6870 0.4493 -0.7607 -1.3548 1.3946 -0.0664
C 1.2488 -1.6644 -0.6568 0.5805 -1.9522 -0.8639 -0.1528
C 1.7081 -0.2750 -0.9966 -0.0261 -0.1142 0.2512 -0.1255
C -0.1878 2.1310 1.9422 1.3507 -0.1825 -0.2363 -0.4980
C -0.4075 0.6508 -0.0550 0.4887 0.9915 -0.5488 -0.2702
C -0.2919 0.2093 -2.5348 -0.2401 -0.5024 -1.2975 -0.0728
C 0.2283 -2.8176 1.1434 0.1143 -0.4740 0.0576 0.0060
H -2.0072 2.6965 2.8954 0.1210 -0.3971 0.1259 0.0921
H -1.3259 1.2722 -0.2103 0.6017 -0.9965 -0.2468 0.1454
H -0.4891 -2.9578 1.9612 0.2353 0.4032 -0.5704 0.0721
H 0.8403 -2.1852 -1.5616 -0.1112 0.6375 0.6840 0.1417
H -2.0493 1.0927 2.0083 -0.1374 0.0162 0.3780 0.0717
H -1.4387 -0.8686 1.2187 0.4125 0.2478 -0.5308 0.1143
H 2.3993 -0.3741 -1.8440 -0.1929 0.2661 0.0979 0.1254
H -0.7772 -0.7680 -2.4078 -0.0965 0.2930 -0.0686 0.0812
H -2.1505 2.6050 1.1558 0.3578 -0.1436 0.2334 0.0950
H -1.0504 0.9642 -2.8341 0.4018 -0.4762 0.3630 0.0945
H 0.4074 0.1059 -3.3841 -0.3042 0.0553 0.1863 0.0891
H 0.8513 1.6299 -1.4523 -0.1377 -0.4363 -0.0135 0.1506
H 2.0493 -2.3761 -0.3493 -0.2581 0.9422 -0.0207 0.1277
H 2.2652 0.1379 -0.1359 -0.2913 0.0187 -0.4598 0.1314
H 0.8844 -3.6845 0.9006 -0.5198 1.1997 0.0159 0.0767
```
Positions in Å, forces in eV/Å.

Energy above the lowest of the compared OMol25 structures with the same formula, charge and spin = 52.47 kcal per mole
Charge = 0
Frontier orbital gap = 7.7 eV
E_LUMO = 0.58 eV


DFT (ωB97M-V/def2-TZVPD) results for C9H15NO2S in the gas phase in a non-equilibrium geometry.

XYZ file:
```
28
Properties=species:S:1:pos:R:3:forces:R:3:lowdin_charge:R:1
S 1.8437 -1.2001 0.5688 0.3423 -0.4811 -0.0714 0.9693
O -0.0349 -1.8889 -1.1766 0.2879 1.1395 1.9726 -0.0255
O -0.8428 3.8397 0.1083 0.6373 -0.6709 -0.0751 0.0891
N -0.6877 -0.2389 0.3265 0.1650 -1.8269 -1.0166 -0.1085
C 2.7318 -2.5335 -0.3702 0.1300 0.0243 -0.5222 -0.5029
C 0.2260 -1.1754 -0.1917 -1.2014 -0.1967 -1.8540 -0.7012
C -1.2654 2.7025 0.1917 -1.7285 1.8639 0.8153 -0.3616
C -2.0447 -0.2001 -0.2715 0.2808 1.2051 -0.3845 -0.1154
C -2.0530 0.8802 -1.4112 -1.2782 -0.9778 1.0548 -0.1581
C -1.1257 1.9435 1.5083 0.6103 -0.3626 -0.9249 -0.0951
C -0.2877 0.6840 1.3517 0.8302 0.1119 1.5423 -0.2239
C -2.2943 2.2550 -0.8317 0.4170 0.4380 -1.5235 -0.1378
C 4.1973 -2.6156 0.0889 -0.4692 -0.2798 -0.8153 -0.1774
H -2.3789 -1.1304 -0.7073 0.6451 -0.5259 0.1785 0.1099
H 2.2898 -3.5123 -0.1963 -0.5012 0.2283 -0.0396 0.0732
H -0.2431 0.1792 2.3476 0.0213 0.2492 -0.5669 0.1325
H -2.8378 0.6107 -2.1345 0.1519 0.2276 0.1889 0.1174
H -3.2964 2.3405 -0.4152 -0.0371 -0.1758 0.4724 0.1247
H 4.6381 -1.6569 -0.0946 0.5523 0.5984 0.1718 0.0494
H -2.0749 1.7028 1.9215 -1.1988 -0.2655 -0.0447 0.1057
H -0.6919 2.5972 2.2531 0.5114 0.1573 -0.0866 0.1232
H -2.8002 0.0413 0.5111 0.6280 0.0019 -0.4090 0.1303
H -1.1196 0.8654 -1.9365 0.6000 -0.2320 -0.2662 0.1116
H 4.7287 -3.3318 -0.5948 -0.4787 0.4066 0.9510 0.0918
H 0.7255 1.0484 1.1390 -0.0419 -0.2877 -0.0078 0.0945
H 2.7247 -2.3174 -1.4606 -0.3513 -0.0156 0.7958 0.0880
H -2.2960 2.9860 -1.6707 0.2513 -0.2216 0.6710 0.1288
H 4.2694 -2.8750 1.1466 0.2242 -0.1323 -0.2060 0.0678
```
Positions in Å, forces in eV/Å.

Energy above the lowest of the compared OMol25 structures with the same formula, charge and spin = 0.00 kcal per mole
SMILES = CCSC(=O)N1CCCC(=O)CC1
Charge = 0
Frontier orbital gap = 9.8 eV
E_LUMO = 0.54 eV


DFT (ωB97M-V/def2-TZVPD) results for 2 unconnected molecules or ions with the total composition C9H15NOP in a non-equilibrium geometry.

XYZ file:
```
27
Properties=species:S:1:pos:R:3:forces:R:3:lowdin_charge:R:1
P -2.3429 1.3583 -0.8565 2.5326 -0.9557 0.1118 0.9686
O -3.5236 1.1660 0.2271 -0.4819 0.1875 2.9010 -0.4388
N -1.0574 0.6535 1.7552 1.5773 0.1105 1.3253 0.1595
C 1.8789 0.3780 1.0429 -2.2057 -1.1067 2.9272 -0.0788
C -0.6836 -1.2392 0.3299 2.7096 0.9298 -1.2272 -0.2363
C -0.2625 -1.7108 -1.0838 -0.3925 1.1618 0.1207 -0.0588
C 0.8979 0.6786 0.1192 0.8545 1.3608 -1.4335 -0.2528
C 2.6581 1.5322 -1.3280 2.2121 -0.7001 -1.6409 -0.1064
C 3.2032 0.6045 0.8619 1.6408 1.4315 -3.7442 -0.0444
C 3.6514 1.1359 -0.4169 -0.9361 1.9064 1.4713 -0.0270
C 1.3430 1.2686 -1.1174 -2.9758 0.1492 0.8738 -0.0555
C -0.4918 0.2611 0.4553 -2.0917 -0.4105 -2.7549 -0.3883
H -2.5396 0.0373 -1.3126 0.0187 0.1466 -0.4502 -0.0752
H -0.0139 -1.6975 1.0659 0.3455 -0.0388 0.0928 0.1210
H -1.1066 -1.4627 -1.7878 1.2861 0.0489 0.3037 0.0758
H -0.9278 -0.0534 2.5772 -0.7004 1.4775 -1.7070 0.2240
H 0.6034 1.6747 -1.8536 0.5629 -0.7522 0.6837 0.1170
H -1.9846 0.9624 1.4768 -0.6963 -0.8762 1.1134 0.0667
H -3.5653 1.6366 1.1101 -0.3283 -0.0917 -1.8926 0.0984
H 0.7737 -1.2869 -1.3606 -1.9346 -0.7076 0.1926 0.1123
H 3.0204 1.9044 -2.3384 -0.7505 -0.0719 1.5006 0.1374
H 4.6206 1.7100 -0.5964 -0.8498 -1.8331 0.5799 0.1368
H -0.5617 1.5142 1.9503 0.2489 0.4006 0.8800 0.1615
H 1.4232 -0.0223 2.0546 1.5872 0.5542 -1.7656 0.1494
H -0.2314 -2.7684 -1.0594 0.3139 -1.1425 -0.1693 0.0595
H -1.6227 -1.5162 0.6606 -2.3522 -0.6808 0.1004 0.0876
H 3.9770 0.4581 1.5382 0.8056 -0.4976 1.6071 0.0869
```
Positions in Å, forces in eV/Å.

Energy above the lowest of the compared OMol25 structures with the same formula, charge and spin = 53.02 kcal per mole
Charge = +1
Frontier orbital gap = 8.7 eV
E_LUMO = -3.77 eV


What is the frontier orbital gap in the second record?
10.1 eV


Among the records above, which one has the highest E_LUMO?
C9H15N3O2S